C34H38F10N8O5PZn as an isolated structure. Source: the Open Molecules 2025 dataset; level of theory: ωB97M-V/def2-TZVPD.

Properties
E_tot = -142919.182 eV
Charge = -1
HOMO energy = -4.680 eV

Structure (XYZ):
```
97
Properties=species:S:1:pos:R:3:forces:R:3
Zn 1.506887 -0.509583 0.125020 0.21 0.22 0.04
C 3.668558 0.306842 -2.286397 -0.04 0.03 0.07
N 3.759376 -0.368689 -1.004481 0.05 -0.09 -0.03
C 4.238865 -1.747472 -1.089511 0.01 0.17 0.05
C 3.812518 -2.510912 0.154899 -0.08 -0.07 -0.20
N 2.375050 -2.403499 0.254651 -0.43 0.05 0.19
C 1.791817 -3.252007 1.171983 0.16 -0.02 -0.07
C 2.214035 -3.427323 2.494723 -0.04 0.06 0.05
F 3.254649 -2.704586 2.964909 0.11 0.00 0.05
C 1.572796 -4.248464 3.407273 0.10 0.12 -0.03
F 2.019543 -4.320657 4.672462 0.06 0.01 0.15
C 0.454328 -4.954994 3.038614 -0.08 -0.06 -0.01
F -0.177329 -5.751288 3.912777 -0.03 -0.04 0.06
C 0.005697 -4.838116 1.736025 -0.07 -0.02 -0.05
F -1.056212 -5.554874 1.342490 -0.03 -0.02 -0.03
C 0.669140 -4.031537 0.839714 0.11 0.06 -0.16
F 0.233058 -4.038468 -0.425115 -0.07 0.02 -0.02
C 4.540370 0.392957 -0.040678 -0.07 -0.06 0.04
C 3.837741 1.667723 0.429273 -0.24 0.05 -0.30
N 2.399387 1.523823 0.313386 -0.12 -0.21 0.28
C 1.713301 2.635097 0.734386 0.04 0.07 -0.19
C 1.768051 3.220316 2.011132 -0.09 -0.09 0.07
F 2.547752 2.675054 2.971261 0.10 -0.01 0.00
C 1.032603 4.330284 2.389148 0.06 -0.09 0.07
F 1.106936 4.785745 3.647518 0.02 0.03 0.10
C 0.200003 4.956171 1.488821 -0.01 -0.02 -0.02
F -0.538035 6.014357 1.851346 -0.05 0.10 0.03
C 0.155357 4.468750 0.198794 0.00 -0.01 -0.07
F -0.588576 5.107426 -0.719575 -0.08 0.02 -0.06
C 0.897497 3.363733 -0.158513 0.23 -0.01 -0.02
F 0.908481 3.045973 -1.456451 -0.08 -0.10 -0.15
H 4.660629 0.475534 -2.737828 0.02 -0.01 -0.01
H 3.165910 1.267222 -2.146596 0.03 -0.08 0.01
H 3.068070 -0.295489 -2.969272 0.00 0.01 0.00
H 5.335376 -1.783102 -1.210151 0.00 0.00 -0.05
H 3.779924 -2.219203 -1.961126 -0.03 0.05 0.02
H 4.367151 -2.135989 1.025670 0.02 -0.03 0.02
H 4.117112 -3.562073 0.038532 0.04 0.03 -0.04
H 5.526119 0.650703 -0.462231 0.06 -0.02 0.01
H 4.723937 -0.254471 0.817114 -0.04 0.01 -0.01
H 4.182846 2.513003 -0.193952 -0.01 -0.01 0.01
H 4.205689 1.893114 1.442526 0.04 0.01 0.06
O -0.366862 -1.439286 6.544934 0.04 0.04 -0.01
C -0.822407 -0.831846 5.406604 -0.07 -0.18 -0.06
O -1.967016 -0.508370 5.331310 0.00 0.16 0.01
C 0.225775 -0.609956 4.379348 -0.10 -0.08 0.04
C 1.503682 -0.160951 4.645069 0.08 0.18 0.02
N 2.116078 -0.019393 3.460605 0.03 -0.05 0.03
N 1.333699 -0.371429 2.443660 0.03 0.07 0.27
C 0.177481 -0.733678 2.968066 0.04 -0.02 -0.04
C -0.848817 -1.266670 1.988537 -0.01 0.02 -0.13
O -1.975336 -1.538929 2.402069 0.10 -0.07 -0.08
O -0.390487 -1.368935 0.808247 -0.32 0.19 0.11
H 0.517481 -1.787683 6.384023 0.03 -0.05 -0.03
H 1.985334 0.121250 5.570420 -0.04 -0.05 -0.08
H 3.025995 0.362996 3.270367 -0.01 0.02 -0.02
O 0.151948 0.208598 -1.335584 0.28 -0.16 -0.12
P -1.285256 0.388961 -1.682136 0.14 0.04 -0.06
N -1.434088 1.662292 -2.725279 0.11 -0.12 -0.38
C -2.594740 2.543426 -2.862250 0.09 0.03 0.02
C -2.731989 2.726773 -4.370246 0.09 -0.04 -0.02
C -1.268572 2.753162 -4.822353 -0.04 -0.02 0.01
C -0.604834 1.682005 -3.950673 -0.28 0.08 0.18
N -2.287108 0.747200 -0.450104 -0.04 0.25 0.29
C -3.498394 0.014789 -0.056474 0.10 0.09 0.14
C -4.244689 1.065121 0.755493 0.06 0.03 0.09
C -3.110755 1.724226 1.551964 -0.04 -0.04 -0.15
C -1.948982 1.784182 0.549251 -0.28 -0.11 -0.20
N -1.910103 -0.919049 -2.467824 -0.09 -0.20 0.22
C -3.079399 -0.824823 -3.352802 0.11 -0.14 0.06
C -3.778436 -2.177455 -3.199868 0.06 -0.04 -0.01
C -2.641815 -3.129040 -2.816217 -0.03 0.04 0.04
C -1.774763 -2.281539 -1.891938 -0.06 0.16 -0.25
H -2.396280 3.512553 -2.389245 0.00 0.00 0.05
H -3.480824 2.121760 -2.386146 0.02 -0.03 -0.02
H -3.287969 3.625963 -4.638335 0.02 -0.01 0.00
H -3.239591 1.861777 -4.806745 -0.01 0.02 0.01
H -0.833444 3.730825 -4.602785 0.00 -0.01 -0.01
H -1.142365 2.552635 -5.886766 0.01 0.03 0.01
H 0.430816 1.913482 -3.717709 0.10 0.04 0.08
H -0.623864 0.703212 -4.444066 -0.03 -0.01 0.03
H -3.244862 -0.831630 0.584575 0.01 -0.10 -0.02
H -4.054267 -0.336777 -0.925987 0.00 0.07 -0.01
H -5.016314 0.626967 1.388502 0.02 0.02 0.03
H -4.709500 1.795456 0.085861 -0.03 0.00 0.00
H -2.839294 1.089900 2.393847 -0.01 -0.06 0.07
H -3.366246 2.716009 1.923979 -0.02 -0.01 0.04
H -0.986702 1.589233 1.026020 0.04 -0.06 -0.02
H -1.894598 2.764856 0.061692 0.00 -0.08 0.02
H -2.759307 -0.675384 -4.389311 0.03 0.03 -0.04
H -3.737015 0.007082 -3.092709 -0.02 0.02 0.03
H -4.295710 -2.468705 -4.113763 -0.04 -0.02 0.00
H -4.512640 -2.137820 -2.392223 0.01 0.03 0.01
H -2.079251 -3.425187 -3.704385 0.01 0.01 -0.02
H -2.994812 -4.030036 -2.315423 0.01 -0.02 -0.05
H -0.731927 -2.575495 -1.886612 0.07 -0.02 0.02
H -2.133060 -2.327619 -0.861051 0.03 0.06 0.00
```
Positions in Å, forces in eV/Å.



C35H39ClCsGe2N7O4S2 as an isolated structure. Source: the Open Molecules 2025 dataset; level of theory: ωB97M-V/def2-TZVPD.

Properties
Relative energy (zero: lowest compared OMol25 entry of this formula, charge and spin) = 45.8 kcal per mole
E_tot = -203321.450 eV
Charge = -2
HOMO energy = -2.362 eV

Structure (XYZ):
```
91
Properties=species:S:1:pos:R:3:forces:R:3
Cs 0.317289 0.976701 0.968148 0.33 -0.02 -0.71
N 3.515524 4.424540 -1.378200 0.67 0.34 -0.61
C 2.345589 3.951357 -0.888570 0.89 0.17 3.05
S 1.378458 3.086056 -1.933050 -1.05 -0.22 -0.24
N 2.285116 4.252183 0.485608 -0.65 0.94 -2.07
N 1.131212 3.947246 1.084886 -0.71 -1.29 -0.33
C 0.617224 4.720245 1.971312 1.58 1.47 -0.45
C -0.470211 4.378515 2.837242 -2.95 -1.18 1.43
C -1.170605 5.313117 3.698408 -0.22 -1.06 -1.24
C -2.244641 4.854546 4.463638 0.09 0.06 0.33
C -2.590663 3.486074 4.509330 0.48 1.39 0.82
C -1.795149 2.631048 3.767867 -0.77 -0.09 -1.57
N -0.924854 3.090677 2.840638 1.10 0.07 1.19
H 3.699855 4.432348 -2.359734 -0.28 -0.36 -0.20
H 4.120110 4.992434 -0.826553 -0.04 0.17 0.62
H 1.056505 5.727554 2.087813 -0.05 -0.26 0.21
H -1.063968 6.369091 3.509360 0.49 0.26 0.44
H -2.815487 5.550528 5.122326 0.46 -0.40 -0.84
H -3.429381 3.235940 5.169909 0.55 -0.50 -0.37
H -1.994947 1.537655 3.730285 0.24 0.83 -0.03
C -2.778906 -2.497478 -0.016351 -1.07 0.32 -0.63
C -3.204925 -1.085722 -0.443340 -0.14 1.33 -0.89
Ge -2.252904 -0.550036 -2.140086 0.68 -0.74 -0.55
C -2.750934 1.268313 -2.809117 0.77 -0.58 -1.10
C -4.088737 1.285858 -3.557774 -0.53 0.48 -0.71
C -2.553898 -1.805376 -3.685206 0.86 0.71 -1.10
C -1.399502 -2.479778 -4.052610 -0.60 1.34 1.64
Ge -0.014291 -1.609618 -2.823591 -0.52 -0.62 0.57
C 0.949146 -3.035658 -1.794617 -0.08 -0.73 0.43
C 0.983017 -4.418565 -2.520304 0.06 -0.32 0.90
C 1.264489 -0.463143 -3.805972 -0.35 0.39 1.22
C 0.978832 -0.256547 -5.272725 0.33 -1.45 -1.41
C -1.270938 -3.494529 -5.099347 -1.78 -0.01 -0.05
C -2.474724 -4.105591 -5.523742 0.40 -0.64 -1.32
C -2.470347 -5.031233 -6.606849 -1.01 1.18 0.71
C -1.322196 -5.395153 -7.269322 2.33 1.22 1.73
C -0.097605 -4.834663 -6.756971 -1.10 0.20 -0.03
C -0.088604 -3.909313 -5.708657 0.58 -0.66 -0.83
H -3.566856 -3.244162 -0.281169 0.84 0.39 -0.04
H -2.731257 -2.437340 1.047405 0.42 -0.46 0.89
H -1.801516 -2.733003 -0.456974 -0.31 -0.34 0.29
H -2.936510 -0.321777 0.333248 -0.22 -0.74 -0.57
H -4.297916 -0.946713 -0.671711 0.87 -0.33 0.38
H -1.955004 1.666598 -3.481358 -0.39 -0.60 0.25
H -2.676021 1.952242 -1.993696 -0.51 0.54 0.78
H -4.120660 0.710580 -4.505206 0.61 0.09 0.45
H -4.335111 2.321793 -3.889941 -0.04 -0.54 0.44
H -4.944727 0.865689 -3.012837 0.23 0.33 0.30
H -3.397247 -1.572083 -4.381072 0.24 -1.12 0.40
H 0.450871 -3.244647 -0.818908 0.27 0.61 -0.57
H 1.966384 -2.648997 -1.554517 -0.79 -0.38 -0.20
H 1.288612 -5.242678 -1.810329 -0.33 0.84 -0.54
H 1.732940 -4.428500 -3.294570 0.25 0.02 -0.50
H 0.023380 -4.728635 -2.972344 0.33 0.28 0.27
H 2.227884 -0.925942 -3.569053 0.00 0.30 -0.23
H 1.230252 0.510056 -3.278820 0.25 -0.54 -0.07
H 1.774186 -0.814656 -5.880873 -1.05 1.02 0.49
H 0.924117 0.794543 -5.552486 0.32 -0.01 -0.08
H 0.008913 -0.703474 -5.582652 0.46 0.23 0.11
H -3.464524 -3.833867 -5.110665 0.95 -0.10 -0.02
H -3.464223 -5.303997 -6.959294 0.26 -0.45 -0.02
H -1.249486 -6.092985 -8.062308 -0.32 -0.50 -0.72
H 0.891010 -5.010100 -7.174312 -0.35 -0.47 -0.28
H 0.923701 -3.572674 -5.451282 -0.72 0.35 0.34
O -2.163609 -1.680004 6.490316 -0.32 -0.14 -0.80
C -0.869088 -1.558303 6.737114 0.35 -1.12 1.09
O -0.426116 -1.962731 7.802866 -0.11 0.66 -0.61
C 0.020437 -0.919699 5.745986 -0.12 0.63 -2.63
C 1.223595 -0.386857 6.043407 0.85 1.12 -0.99
Cl 2.127387 -0.440693 7.430316 0.66 -0.26 1.55
N 1.753370 0.284157 4.968014 0.09 -0.11 0.14
N 0.950436 0.168529 3.863920 -1.08 -1.21 1.36
C -0.085885 -0.564221 4.285620 0.71 -0.69 2.58
C -1.220364 -1.120129 3.508530 -3.20 0.21 -2.29
O -1.852908 -2.159510 3.895562 1.41 0.77 0.87
O -1.646379 -0.448250 2.521269 1.09 -0.23 0.74
C 2.947079 1.100738 4.898906 -0.39 0.40 -1.64
C 3.607877 1.157327 3.659162 -0.10 -0.24 -0.04
C 4.504700 2.190043 3.390272 0.85 0.56 0.88
C 4.904264 3.133284 4.391143 0.10 -0.89 0.93
C 4.338889 2.932664 5.683523 0.91 0.23 -0.94
C 3.315816 2.002323 5.868119 -1.26 0.50 1.71
H -2.292111 -1.869379 5.507214 0.34 0.26 0.02
H 3.396956 0.368458 2.919207 0.20 0.68 0.17
H 5.027535 2.201784 2.444543 -0.27 -0.03 -0.24
H 5.742967 3.908223 4.250850 -1.56 -1.39 -0.01
H 4.750055 3.421530 6.581725 -0.50 0.23 -0.66
H 2.676508 2.081506 6.789702 1.07 -0.27 -0.85
S 5.179440 -0.208794 0.412670 0.23 0.16 -0.04
C 3.661623 -0.457860 -0.178318 -2.39 -0.91 -0.41
N 2.552361 -0.729071 -0.520025 2.22 0.89 0.55
```
Positions in Å, forces in eV/Å.



C12H19As2NPm as an isolated structure. Source: the Open Molecules 2025 dataset; level of theory: ωB97M-V/def2-TZVPD.

Properties
<S²> = 6.023
Relative energy (zero: lowest compared OMol25 entry of this formula, charge and spin) = 26.0 kcal per mole
Spin multiplicity = 5
E_tot = -152462.692 eV
Charge = +1
HOMO energy (alpha / beta) = -11.037 / -11.035 eV

Structure (XYZ):
```
35
Properties=species:S:1:pos:R:3:forces:R:3
Pm -1.962447 0.204228 1.368345 -3.16 3.17 -0.46
C -1.631938 -2.138970 -2.603791 -0.92 0.04 2.65
As -0.470289 -0.577661 -2.108104 0.73 -2.12 -2.98
C 1.018678 -1.707870 -2.972896 0.07 0.88 0.14
C -0.212365 -0.945266 -0.189121 0.49 -2.40 0.66
C -0.758235 -2.052956 0.599364 1.49 2.39 -0.13
C -0.504180 -2.121358 1.964215 -0.86 -0.25 0.90
C 0.088607 -1.057884 2.691544 0.97 0.33 -2.11
C 0.671211 0.005174 1.929419 -0.25 -1.35 -0.85
C 0.628582 -0.044299 0.451857 -0.04 0.77 2.38
As 1.561923 1.240143 -0.740964 0.92 1.14 0.83
C 3.410011 0.641603 -0.220282 -1.49 -0.95 1.23
C 1.334779 2.893117 0.401996 -0.34 0.24 -0.05
H -2.594927 -2.038619 -2.044403 0.41 -0.15 -0.76
H -1.170727 -3.089552 -2.282533 -0.07 0.47 -0.03
H -1.800902 -2.218666 -3.650994 -0.13 0.36 -0.84
H 1.872695 -1.809926 -2.304278 0.03 -0.44 -0.02
H 1.376045 -1.037207 -3.782620 -0.28 -0.65 0.19
H 0.605149 -2.674736 -3.344958 0.72 0.88 0.32
H -1.473584 -2.676557 0.155873 -0.60 -1.25 -0.71
H -0.969924 -2.922807 2.560463 0.36 0.23 -0.43
H 0.106334 -1.134659 3.765217 0.16 0.34 0.23
H 1.113399 0.856696 2.437900 0.16 -0.18 -0.10
H 4.064659 1.407548 -0.599309 0.47 -0.05 -0.08
H 3.494198 -0.347556 -0.709618 0.43 0.67 0.10
H 3.492615 0.479576 0.897097 0.10 0.43 -1.28
H 0.929189 2.649749 1.397636 0.01 0.08 -0.44
H 0.603217 3.563559 -0.126175 0.78 -0.61 0.56
H 2.273826 3.442980 0.609422 -0.40 -0.39 -0.50
C -2.255491 2.757705 2.050305 0.37 -2.57 0.06
H -2.951319 3.016614 2.867497 0.76 -0.08 -0.19
H -2.570830 3.216464 1.127599 0.01 0.20 -0.38
H -1.176785 2.873180 2.220136 -0.35 0.82 0.38
N -3.602874 0.742252 -0.652155 2.04 -0.54 -0.43
C -2.538296 0.605947 -1.163676 -2.60 0.55 2.17
```
Positions in Å, forces in eV/Å.



An isolated ion of composition C3H4N3 and charge +1. Source: the Open Molecules 2025 dataset; level of theory: ωB97M-V/def2-TZVPD.

Properties
Relative energy (zero: lowest compared OMol25 entry of this formula, charge and spin) = 51.9 kcal per mole
E_tot = -7634.053 eV
Charge = +1
HOMO energy (alpha / beta) = -12.655 / -12.655 eV

Structure (XYZ):
```
10
Properties=species:S:1:pos:R:3:forces:R:3
C 1.522963 0.983817 -0.219223 0.56 -1.98 0.51
C -1.329885 0.037604 0.009457 0.93 -0.89 -0.17
C 0.584574 -1.156335 0.283748 -0.26 -4.12 1.27
N 1.321986 -0.141548 0.066008 -0.30 2.82 -0.62
N -1.241209 1.181515 0.192008 -1.14 2.38 -0.30
N -0.777073 -1.089185 -0.230129 0.75 -1.61 -0.24
H 1.902673 1.947062 -0.230036 0.29 1.46 -0.33
H 1.002284 -2.051307 0.887131 -1.30 1.76 -1.19
H -1.841884 1.999757 0.200029 0.27 -0.05 0.61
H -1.144428 -1.711377 -0.958994 0.21 0.22 0.45
```
Positions in Å, forces in eV/Å.